No. 1
# C9H14

2 unconnected molecules or ions with the total composition C9H14 (ωB97M-V/def2-TZVPD, OMol25).

Properties
<S²>: 0.761
Kohn-Sham gap (alpha / beta) in hartree: 0.114 / 0.265
Calculated total energy in hartree: -351.26896
Total charge: -1
Strongest force on any atom in eV/Å: 1.53
Spin multiplicity: 2
LUMO level (alpha / beta) in Eh: 0.1448 / 0.1431
HOMO level (alpha / beta) in eV: 0.83 / -3.33

```
23
C9H14 ωB97M-V/def2-TZVPD
C 1.5085 -1.9108 0.6482
C -1.0363 0.6402 1.9464
C -0.4586 -0.5640 1.4409
C -0.2335 1.7945 1.9021
C 0.8731 -0.5954 1.0826
C 1.0594 1.7961 1.4002
C 1.6992 0.5201 1.1039
H -2.0686 0.7513 2.2464
H -1.0071 -1.4915 1.5968
H -0.5962 2.7503 2.2803
H 1.6187 2.7226 1.3603
H 1.8849 -1.7736 -0.3641
H 0.7816 -2.7145 0.7832
H 2.7744 0.5210 0.9720
H 2.4003 -2.2048 1.2211
C -1.6328 0.0851 -1.8721
C -0.6558 -0.1457 -3.0589
H -1.2554 -0.4590 -1.0086
H -1.7413 1.1374 -1.6252
H -2.6271 -0.3012 -2.1201
H -0.3199 -1.1749 -2.9937
H -1.1157 0.0456 -4.0276
H 0.1484 0.5712 -2.9139
```

Per-atom Mulliken charges, elementary charge units:
1 C -1.461
2 C -0.784
3 C -0.569
4 C -0.190
5 C 1.015
6 C -0.779
7 C -0.646
8 H 0.260
9 H 0.196
10 H 0.326
11 H 0.364
12 H 0.249
13 H 0.295
14 H 0.367
15 H 0.380
16 C -0.531
17 C -0.918
18 H -0.018
19 H 0.259
20 H 0.347
21 H 0.263
22 H 0.335
23 H 0.239

No. 2
# C9H14

2 unconnected molecules or ions with the total composition C9H14 (ωB97M-V/def2-TZVPD, OMol25).

Properties
SMILES: Cc1ccccc1.CC
Kohn-Sham gap in hartree: 0.368
Calculated total energy in hartree: -351.31302
Strongest force on any atom in eV/Å: 1.11
LUMO level in Eh: 0.0378
HOMO level in eV: -8.98

```
23
C9H14 ωB97M-V/def2-TZVPD
C 2.6350 0.4733 -0.8376
C 1.1450 0.5099 -1.0556
C 0.5766 1.3897 -1.9725
C -0.7735 1.3268 -2.2936
C -1.6380 0.5610 -1.5054
C -1.0670 -0.3621 -0.6483
C 0.3077 -0.3962 -0.4197
H 2.9639 -0.1870 -0.0376
H 3.0481 1.4643 -0.6702
H 3.0854 0.0756 -1.7556
H 1.0797 2.2376 -2.4246
H -1.1696 1.9821 -3.0569
H -2.6969 0.7646 -1.5566
H -1.7544 -0.9631 -0.0667
H 0.6531 -1.1979 0.2185
C -0.8440 -0.6371 3.4704
C -0.5698 -2.1460 3.4567
H -0.2650 -0.2475 4.3084
H -0.4575 -0.1272 2.5798
H -1.9084 -0.4029 3.4798
H -0.8052 -2.6179 2.4988
H 0.4553 -2.3768 3.7290
H -1.2438 -2.6317 4.1699
```

Per-atom Mulliken charges, elementary charge units:
1 C -1.354
2 C 0.753
3 C -0.317
4 C -0.532
5 C -0.448
6 C -0.456
7 C -0.390
8 H 0.353
9 H 0.322
10 H 0.294
11 H 0.329
12 H 0.351
13 H 0.371
14 H 0.342
15 H 0.370
16 C -0.719
17 C -0.865
18 H 0.307
19 H 0.163
20 H 0.274
21 H 0.243
22 H 0.282
23 H 0.324

No. 3
# C9H14

2 unconnected molecules or ions with the total composition C9H14 (ωB97M-V/def2-TZVPD, OMol25).

Properties
SMILES: Cc1ccccc1.CC
Kohn-Sham gap in hartree: 0.362
Calculated total energy in hartree: -351.27028
Strongest force on any atom in eV/Å: 4.12
LUMO level in Eh: 0.0364
HOMO level in eV: -8.85

```
23
C9H14 ωB97M-V/def2-TZVPD
C -0.0238 1.9695 1.1926
C 0.3691 1.5854 -0.1399
C -0.3879 0.6194 -0.8127
C 0.1304 -0.0109 -2.0226
C 1.2355 0.5069 -2.7210
C 1.9066 1.5639 -2.0141
C 1.5766 2.0474 -0.7701
H -1.1308 1.9802 1.2738
H 0.4619 2.8998 1.4293
H 0.2453 1.1610 1.7432
H -1.2369 0.1364 -0.4350
H -0.4530 -0.9583 -2.2484
H 1.4712 0.2300 -3.7488
H 2.7662 2.0022 -2.5418
H 2.2083 2.6480 -0.1836
C -0.3717 -2.5406 1.3509
C -1.8460 -2.0749 1.6515
H 0.0073 -3.3713 1.8908
H -0.4358 -2.5398 0.2444
H 0.3540 -1.7108 1.5652
H -2.4746 -2.8068 1.1675
H -2.1010 -1.0472 1.4374
H -2.2711 -2.2898 2.6914
```

Per-atom Mulliken charges, elementary charge units:
1 C -1.366
2 C 1.044
3 C -0.563
4 C -0.281
5 C -0.724
6 C -0.143
7 C -0.777
8 H 0.320
9 H 0.414
10 H 0.302
11 H 0.406
12 H 0.256
13 H 0.385
14 H 0.290
15 H 0.406
16 C -0.605
17 C -0.837
18 H 0.363
19 H 0.141
20 H 0.153
21 H 0.294
22 H 0.203
23 H 0.317

No. 4
# C9H14

2 unconnected molecules or ions with the total composition C9H14 (ωB97M-V/def2-TZVPD, OMol25).

Properties
SMILES: Cc1ccccc1.CC
Kohn-Sham gap in hartree: 0.372
Calculated total energy in hartree: -351.31426
Strongest force on any atom in eV/Å: 2.37
LUMO level in Eh: 0.0376
HOMO level in eV: -9.10

```
23
C9H14 ωB97M-V/def2-TZVPD
C -0.3304 -1.7279 1.5612
C 0.4341 -0.5866 0.9027
C 0.4238 0.6886 1.3895
C 1.2450 1.6754 0.8067
C 2.1798 1.3367 -0.1395
C 2.2074 -0.0038 -0.6018
C 1.3764 -0.9705 -0.0665
H 0.0990 -2.6848 1.2770
H -1.3993 -1.7376 1.3317
H -0.2774 -1.6598 2.6503
H -0.3051 1.1084 2.0729
H 1.2052 2.6639 1.2485
H 2.8585 2.0414 -0.5977
H 3.0151 -0.2262 -1.2891
H 1.4428 -1.9749 -0.4587
C -2.3785 0.4315 -1.2122
C -3.3515 -0.4262 -2.0003
H -2.1775 0.0162 -0.2190
H -1.4101 0.4191 -1.7088
H -2.7316 1.4248 -0.9434
H -3.0647 -1.4797 -1.9727
H -3.3195 -0.2100 -3.0736
H -4.3874 -0.2962 -1.6920
```

Per-atom Mulliken charges, elementary charge units:
1 C -1.357
2 C 1.124
3 C -0.490
4 C -0.338
5 C -0.603
6 C -0.363
7 C -0.640
8 H 0.347
9 H 0.279
10 H 0.334
11 H 0.309
12 H 0.365
13 H 0.378
14 H 0.361
15 H 0.302
16 C -0.474
17 C -0.991
18 H 0.010
19 H 0.217
20 H 0.348
21 H 0.293
22 H 0.284
23 H 0.305

No. 5
# C9H14

2 unconnected molecules or ions with the total composition C9H14 (ωB97M-V/def2-TZVPD, OMol25).

Properties
SMILES: Cc1ccccc1.CC
Kohn-Sham gap in hartree: 0.372
Calculated total energy in hartree: -351.32266
Strongest force on any atom in eV/Å: 1.03
LUMO level in Eh: 0.0376
HOMO level in eV: -9.09

```
23
C9H14 ωB97M-V/def2-TZVPD
C -0.4545 -1.7325 -1.9185
C -1.0221 -0.6787 -0.9790
C -0.9660 -0.8363 0.4033
C -1.5366 0.1170 1.2267
C -2.2434 1.1963 0.7138
C -2.3334 1.3175 -0.6586
C -1.7704 0.3752 -1.5005
H -1.2736 -2.3210 -2.3259
H 0.2023 -2.3983 -1.3487
H 0.1491 -1.2585 -2.6945
H -0.3666 -1.6513 0.7944
H -1.4506 0.0000 2.3012
H -2.6536 1.8827 1.4389
H -2.9456 2.1024 -1.0932
H -1.9801 0.3943 -2.5619
C 2.3991 1.1592 0.9401
C 2.7928 -0.3021 1.0974
H 3.0963 1.7289 0.3201
H 1.4114 1.2931 0.4975
H 2.3380 1.6737 1.8999
H 1.9276 -0.9339 1.3315
H 3.4717 -0.4243 1.9428
H 3.2082 -0.7032 0.1734
```

Per-atom Mulliken charges, elementary charge units:
1 C -1.464
2 C 0.941
3 C -0.635
4 C -0.293
5 C -0.586
6 C -0.289
7 C -0.523
8 H 0.336
9 H 0.355
10 H 0.350
11 H 0.325
12 H 0.356
13 H 0.384
14 H 0.362
15 H 0.368
16 C -0.732
17 C -0.653
18 H 0.302
19 H 0.136
20 H 0.279
21 H 0.105
22 H 0.324
23 H 0.252

No. 6
# C9H14

2 unconnected molecules or ions with the total composition C9H14 (ωB97M-V/def2-TZVPD, OMol25).

Properties
SMILES: Cc1ccccc1.CC
Kohn-Sham gap in hartree: 0.363
Calculated total energy in hartree: -351.25725
Strongest force on any atom in eV/Å: 6.15
LUMO level in Eh: 0.0373
HOMO level in eV: -8.87

```
23
C9H14 ωB97M-V/def2-TZVPD
C 0.0190 -1.1282 -2.5823
C 0.4711 -0.1511 -1.5367
C 0.8237 -0.7681 -0.3410
C 1.3283 0.0347 0.6773
C 0.9684 1.4154 0.5885
C 0.4123 1.9978 -0.5497
C 0.4295 1.2168 -1.7437
H 0.3795 -2.2141 -2.5220
H 0.4217 -0.7933 -3.6209
H -1.0021 -1.2662 -2.5080
H 0.8677 -1.7975 -0.2620
H 1.7607 -0.5216 1.5741
H 1.2058 2.0338 1.2858
H 0.1646 3.1024 -0.6936
H 0.2474 1.7727 -2.7419
C -1.3651 -0.2855 2.7205
C -2.0297 -1.4699 2.0198
H -0.3423 -0.5404 2.6800
H -1.5335 0.5854 2.1030
H -1.7261 -0.0836 3.6840
H -3.1015 -1.2616 1.7741
H -2.1712 -2.3632 2.5996
H -1.5162 -1.8245 1.1311
```

Per-atom Mulliken charges, elementary charge units:
1 C -1.307
2 C 0.904
3 C -0.551
4 C -0.818
5 C -0.483
6 C -0.490
7 C -0.304
8 H 0.309
9 H 0.328
10 H 0.305
11 H 0.507
12 H 0.352
13 H 0.635
14 H 0.320
15 H 0.283
16 C -0.591
17 C -0.848
18 H 0.077
19 H 0.176
20 H 0.421
21 H 0.276
22 H 0.342
23 H 0.158

No. 7
# C9H14

2 unconnected molecules or ions with the total composition C9H14 (ωB97M-V/def2-TZVPD, OMol25).

Properties
SMILES: Cc1ccccc1.CC
Kohn-Sham gap in hartree: 0.367
Calculated total energy in hartree: -351.29531
Strongest force on any atom in eV/Å: 2.44
LUMO level in Eh: 0.0387
HOMO level in eV: -8.95

```
23
C9H14 ωB97M-V/def2-TZVPD
C 0.2909 0.7009 1.5265
C 0.2769 0.8709 0.0472
C -0.5868 0.1828 -0.8097
C -0.6636 0.4232 -2.1996
C 0.3010 1.3011 -2.7046
C 1.2764 1.8473 -1.9052
C 1.2544 1.7096 -0.5284
H 0.2536 -0.3965 1.7963
H -0.5950 1.0877 2.0710
H 1.1952 1.0911 2.0099
H -1.1237 -0.7072 -0.4413
H -1.3468 -0.0114 -2.9082
H 0.1578 1.4523 -3.7717
H 2.0432 2.3184 -2.5171
H 1.9464 2.3686 0.0120
C -0.1145 -2.6612 2.4645
C -1.5943 -2.8949 2.4247
H 0.2655 -1.9323 3.1656
H 0.5221 -3.5408 2.5692
H 0.1374 -2.2263 1.4856
H -2.0827 -2.8101 3.4112
H -1.9101 -3.8376 2.0118
H -2.0819 -2.2060 1.7163
```

Per-atom Mulliken charges, elementary charge units:
1 C -0.483
2 C 0.628
3 C 0.025
4 C -0.720
5 C -0.247
6 C -0.604
7 C -0.321
8 H -0.375
9 H 0.283
10 H 0.349
11 H 0.210
12 H 0.388
13 H 0.300
14 H 0.315
15 H 0.286
16 C -0.852
17 C -0.772
18 H 0.256
19 H 0.381
20 H 0.157
21 H 0.267
22 H 0.321
23 H 0.209

No. 8
# C9H14

2 unconnected molecules or ions with the total composition C9H14 (ωB97M-V/def2-TZVPD, OMol25).

Properties
SMILES: Cc1ccccc1.CC
Kohn-Sham gap in hartree: 0.362
Calculated total energy in hartree: -351.28159
Strongest force on any atom in eV/Å: 2.23
LUMO level in Eh: 0.0356
HOMO level in eV: -8.89

```
23
C9H14 ωB97M-V/def2-TZVPD
C 0.7993 -1.0968 3.1043
C -0.2278 -0.5927 2.0975
C -1.1976 -1.4504 1.5932
C -2.2703 -0.8812 0.8574
C -2.4300 0.4945 0.8072
C -1.3137 1.2862 1.0758
C -0.2371 0.7754 1.7766
H 1.0254 -0.4194 3.9151
H 1.7170 -1.2703 2.5261
H 0.5239 -2.0788 3.4759
H -1.0889 -2.5227 1.6194
H -3.1944 -1.4008 0.6255
H -3.4053 0.9156 0.6126
H -1.0216 2.2881 0.7599
H 0.3942 1.4316 2.3585
C 1.4108 1.1523 -2.8772
C 1.5717 -0.0039 -3.8745
H 1.6958 0.8467 -1.8594
H 2.1095 1.9528 -3.0808
H 0.3511 1.3721 -2.9298
H 1.0226 -0.9394 -3.7665
H 2.6180 -0.2761 -4.0206
H 1.1473 0.4171 -4.7963
```

Per-atom Mulliken charges, elementary charge units:
1 C -1.383
2 C 0.973
3 C -0.427
4 C -0.458
5 C -0.538
6 C -0.324
7 C -0.575
8 H 0.362
9 H 0.307
10 H 0.343
11 H 0.349
12 H 0.323
13 H 0.379
14 H 0.338
15 H 0.334
16 C -0.719
17 C -0.871
18 H 0.217
19 H 0.288
20 H 0.249
21 H 0.308
22 H 0.283
23 H 0.243

No. 9
# C9H14

2 unconnected molecules or ions with the total composition C9H14 (ωB97M-V/def2-TZVPD, OMol25).

Properties
SMILES: Cc1ccccc1.CC
Kohn-Sham gap in hartree: 0.369
Calculated total energy in hartree: -351.31138
Strongest force on any atom in eV/Å: 1.65
LUMO level in Eh: 0.0380
HOMO level in eV: -9.01

```
23
C9H14 ωB97M-V/def2-TZVPD
C 2.0125 1.1367 -2.9005
C 0.9678 0.5917 -1.9772
C 0.8541 1.0891 -0.6828
C -0.2085 0.7371 0.1368
C -1.1413 -0.1743 -0.3566
C -0.9480 -0.7913 -1.5793
C 0.0996 -0.4047 -2.4068
H 2.7463 1.7193 -2.3321
H 1.6261 1.8829 -3.5934
H 2.5901 0.3915 -3.4443
H 1.6997 1.5835 -0.2400
H -0.3249 1.1160 1.1369
H -2.0833 -0.3722 0.1386
H -1.6408 -1.5423 -1.9309
H 0.1686 -0.8606 -3.3881
C -1.1033 -1.1203 3.3356
C -0.5666 -0.6768 4.7032
H -0.6403 -0.6418 2.4878
H -0.9042 -2.1977 3.2409
H -2.1869 -1.1227 3.3352
H -0.2645 0.3688 4.7226
H 0.2737 -1.3100 5.0093
H -1.2941 -0.9252 5.4777
```

Per-atom Mulliken charges, elementary charge units:
1 C -1.354
2 C 0.759
3 C -0.418
4 C -0.555
5 C -0.437
6 C -0.446
7 C -0.365
8 H 0.329
9 H 0.289
10 H 0.340
11 H 0.273
12 H 0.485
13 H 0.404
14 H 0.370
15 H 0.349
16 C -0.594
17 C -0.884
18 H 0.025
19 H 0.298
20 H 0.313
21 H 0.292
22 H 0.255
23 H 0.273

No. 10
# C9H14

2 unconnected molecules or ions with the total composition C9H14 (ωB97M-V/def2-TZVPD, OMol25).

Properties
SMILES: Cc1ccccc1.CC
Kohn-Sham gap in hartree: 0.370
Calculated total energy in hartree: -351.27006
Strongest force on any atom in eV/Å: 5.46
LUMO level in Eh: 0.0367
HOMO level in eV: -9.06

```
23
C9H14 ωB97M-V/def2-TZVPD
C -0.8358 3.1058 -0.0763
C -1.3359 1.7721 -0.5930
C -2.6218 1.7636 -1.0457
C -3.2232 0.5223 -1.5127
C -2.4926 -0.6187 -1.3313
C -1.1616 -0.6294 -0.8948
C -0.5568 0.5636 -0.5637
H 0.1621 3.3668 -0.4086
H -0.8317 3.0231 1.0139
H -1.4205 4.0267 -0.3819
H -3.1948 2.6015 -0.8924
H -4.1843 0.5389 -1.7816
H -2.8563 -1.6754 -1.5779
H -0.6040 -1.6005 -0.7464
H 0.5341 0.4107 -0.3758
C 3.2567 -2.5627 2.0684
C 2.9641 -1.7246 0.7541
H 2.3835 -2.2083 2.7736
H 3.1692 -3.7012 1.7605
H 4.1828 -2.4007 2.4745
H 3.8639 -1.3711 0.3616
H 2.3965 -0.8537 1.0230
H 2.4062 -2.3485 -0.0476
```

Per-atom Mulliken charges, elementary charge units:
1 C -1.280
2 C 0.630
3 C -0.432
4 C -0.861
5 C -0.207
6 C -0.288
7 C -0.202
8 H 0.344
9 H 0.265
10 H 0.332
11 H 0.427
12 H 0.475
13 H 0.233
14 H 0.293
15 H 0.267
16 C -0.732
17 C -0.662
18 H 0.208
19 H 0.195
20 H 0.297
21 H 0.338
22 H 0.150
23 H 0.211